16
Properties=species:S:1:pos:R:3 method="wB97M-V/def2-TZVPD" smiles="ONC1=NCCNN1" total_charge=0 lumo_ev=1.00 spin_multiplicity=1
C -0.4985 0.4649 -0.5880
C 0.7730 -1.3228 0.1496
C 0.6632 -0.6560 1.5307
H -1.6594 -0.8455 -2.1554
H -1.8960 1.7721 -1.4820
H 1.7095 -0.9616 -0.1959
H 0.8195 -2.3985 0.1110
H 1.2878 -1.0328 2.2748
H -0.3436 -0.6170 1.8552
H 0.9424 1.3898 1.9740
H 0.7569 1.9800 -0.3647
N -1.6034 0.8492 -1.2958
N -0.1576 -0.8242 -0.8230
N 1.0349 0.7868 1.1621
N 0.1199 1.3779 0.2271
O -1.9487 0.0378 -2.3797



16
Properties=species:S:1:pos:R:3 method="wB97M-V/def2-TZVPD" total_charge=0 lumo_ev=0.48 spin_multiplicity=1
C -1.3140 -0.3995 -1.3596
C -0.0858 -0.6964 -0.5261
C 2.3345 0.1866 0.7362
H -3.1317 1.2579 0.6317
H -1.8616 0.0091 1.5360
H -1.3489 -0.7625 -2.4425
H -0.2882 -1.8988 -0.1006
H 0.9281 -0.9503 -1.1674
H 0.7849 0.3041 2.0022
H 3.1210 0.4292 1.4172
H 3.8204 0.4785 -0.5066
N -2.6724 0.2951 0.4875
N -2.2930 0.3740 -0.8121
N 1.0698 -0.0261 1.1601
N 2.7415 0.0212 -0.4828
O 0.0558 0.2424 0.3822



16
Properties=species:S:1:pos:R:3 method="wB97M-V/def2-TZVPD" smiles="C=NS/C(=N/C)NN" total_charge=0 lumo_ev=0.61 spin_multiplicity=1
C 2.7089 -0.8000 -0.1586
C 0.4893 -0.4446 0.1947
C -3.3797 -0.5209 -0.3430
H 3.4537 -1.6315 -0.2545
H 3.0507 -0.0937 0.6184
H 2.7299 -0.3091 -1.1203
H 1.5254 1.1683 -0.4148
H -1.0618 1.7641 -0.0792
H -0.3206 1.9130 1.4208
H -4.1260 0.1504 -0.7884
H -3.7125 -1.4880 0.0797
N 1.3806 -1.3265 0.0298
N 0.6733 0.9065 0.0286
N -0.1578 1.9580 0.4117
N -2.1492 -0.1983 -0.3592
S -1.1043 -1.0478 0.7344



Energy above the lowest of the compared OMol25 structures with the same formula, charge and spin values (in kcal per mole) by entry order: 107.8 202.5 54.8.
Kohn-Sham gap values (in eV) by entry order: 9.17 8.49 9.44.